[1]
{
  "formula": "C3H5N4O2",
  "method": "ωB97M-V/def2-TZVPD",
  "max_force_ev_per_a": 5.9,
  "de_lowest_kj_mol": 611.2,
  "homo_lumo_gap_ev": [7.98, 7.98],
  "energy_ev": -13233.5566,
  "charge": 1,
  "elements": ["C", "C", "C", "N", "N", "N", "N", "O", "O", "H", "H", "H", "H", "H"],
  "xyz": [[-1.8720, 0.3829, 0.5107], [-1.1860, -0.6619, 0.6227], [1.5043, 0.9678, -0.3425], [-2.1184, 1.6432, 0.4759], [0.6324, 1.5631, 0.1709], [-0.8333, -1.9404, 0.2578], [2.5373, 0.3926, -0.8568], [-1.6584, -2.8100, 0.1185], [0.4054, -2.0108, 0.0554], [0.8726, -2.8603, 0.0892], [-1.3479, 2.3398, 0.4784], [2.6314, 0.6355, -1.8138], [-2.9954, 2.1528, 0.5844], [3.4280, 0.2056, -0.3508]]
}



[2]
{
  "formula": "C3H5N4O4",
  "method": "ωB97M-V/def2-TZVPD",
  "max_force_ev_per_a": 4.8,
  "de_lowest_kj_mol": 970.4,
  "homo_lumo_gap_ev": 7.62,
  "energy_ev": -17322.0651,
  "charge": 1,
  "elements": ["C", "C", "C", "N", "N", "N", "N", "O", "O", "O", "O", "H", "H", "H", "H", "H"],
  "xyz": [[0.9345, 2.5230, -0.0908], [0.1521, 1.5397, -0.0350], [1.6752, 3.5495, -0.5423], [-1.0189, -2.1088, -0.4600], [1.0955, -1.1341, 1.7120], [-0.3843, 0.4402, 0.3744], [-2.0000, -2.4623, -1.2370], [1.0054, -1.5837, 2.7453], [1.6189, -1.2285, 0.6865], [-1.3178, -0.2984, -0.0782], [0.0315, 0.0742, 1.5919], [2.6426, 3.7818, -0.2176], [1.5242, 3.9303, -1.5519], [-1.1515, -2.2532, 0.4752], [-3.0082, -2.4280, -1.0688], [-1.7992, -2.3416, -2.3037]]
}



[3]
{
  "formula": "C3H5N4S",
  "method": "ωB97M-V/def2-TZVPD",
  "max_force_ev_per_a": 6.4,
  "de_lowest_kj_mol": 99.2,
  "homo_lumo_gap_ev": 6.98,
  "smiles": "CCn1nnnc1[S-]",
  "energy_ev": -19987.5631,
  "charge": -1,
  "elements": ["C", "C", "C", "N", "N", "N", "N", "S", "H", "H", "H", "H", "H"],
  "xyz": [[-2.9370, 0.3890, -0.1067], [0.6256, -0.7761, -0.0483], [-0.4691, 0.2316, 0.0981], [-2.1648, -1.5935, 0.4000], [-3.9571, -0.3581, 0.1602], [-3.4602, -1.4889, 0.4136], [-1.7568, -0.3603, 0.0604], [-2.8526, 1.9803, -0.6089], [1.4781, -0.3812, 0.5698], [0.3432, -1.7473, 0.4915], [0.9841, -1.0380, -0.9973], [-0.2127, 0.6450, 1.1474], [-0.5050, 1.0979, -0.6752]]
}